Here is a molecular structure, C36H62BrClCrGeO3P2Si4 from OMol25. Energies are from wB97M-V/def2-TZVPD.

```
111
Properties=species:S:1:pos:R:3:forces:R:3:lowdin_charge:R:1
Cr -0.27656 -0.28886 0.57353 -0.0306 0.0430 0.3640 0.360
C -1.32614 -0.96977 4.33177 -0.0652 0.0586 0.0659 -0.231
P -0.23212 -0.07457 3.17381 0.2312 -0.0739 -0.2123 0.956
C -0.38436 1.64800 3.73478 -0.0538 -0.0090 0.1674 -0.212
C 1.42878 -0.56141 3.81410 -0.0825 0.1472 0.0060 -0.368
C 1.63863 -0.77348 5.17775 0.0609 -0.0343 -0.0558 -0.095
C 2.85757 -1.23146 5.64676 -0.0068 -0.0371 0.0010 -0.080
C 3.89219 -1.47760 4.75325 0.0235 -0.0030 -0.0335 -0.079
C 3.70572 -1.23672 3.40313 -0.0693 0.0329 0.0839 -0.093
C 2.48105 -0.77675 2.92022 0.0148 0.0667 -0.0629 -0.365
P 2.26580 -0.36786 1.13894 -0.2407 0.0650 0.0970 0.953
C 3.24393 -1.66480 0.31415 0.1007 -0.0230 -0.0482 -0.221
C 3.35285 1.09754 1.06948 0.1586 -0.0632 -0.0361 -0.213
H -1.21624 -0.59446 5.35024 -0.0189 -0.0249 0.0141 0.039
H -1.11583 -2.03838 4.31341 0.0613 -0.0069 -0.0321 0.038
H -2.35686 -0.80962 4.02199 0.0034 0.0089 -0.0082 0.018
H -0.14664 1.74116 4.79666 0.0104 0.0281 -0.0119 0.051
H -1.40677 1.98178 3.55617 -0.0475 -0.0004 -0.0074 0.037
H 0.27487 2.27564 3.13884 0.0598 -0.0103 -0.0066 0.032
H 0.83697 -0.60382 5.88439 -0.0143 0.0219 0.0054 0.094
H 2.99457 -1.40934 6.70602 0.0220 0.0060 0.0027 0.101
H 4.84566 -1.85204 5.10464 -0.0102 0.0071 0.0359 0.101
H 4.52450 -1.41377 2.71715 0.0110 -0.0027 -0.0064 0.096
H 4.30641 -1.60517 0.55611 -0.0007 -0.0223 0.0024 0.044
H 3.12769 -1.55030 -0.76190 0.0058 0.0303 -0.0483 0.015
H 2.85308 -2.64443 0.58988 -0.0226 0.0440 0.0046 0.036
H 4.30991 0.88161 1.54943 0.0168 0.0337 -0.0316 0.046
H 2.87572 1.93613 1.57469 -0.0564 0.0110 0.0422 0.055
H 3.51458 1.39317 0.03489 -0.0230 0.0257 -0.0588 0.033
Br 0.68153 6.60188 2.63007 0.0081 0.0290 0.0269 0.653
C 1.30707 5.54319 1.16383 -0.0386 -0.0367 0.0378 -0.705
C 2.28664 6.08476 0.33121 -0.0142 0.0333 0.0200 -0.179
C 2.71829 5.28183 -0.73946 0.0631 0.0250 -0.0554 -0.117
C 2.19984 4.03434 -0.96573 0.0344 -0.1026 -0.0021 -0.074
C 1.19598 3.48689 -0.10574 0.0476 -0.0487 -0.0084 -0.189
C 0.76541 4.29836 0.99370 -0.0100 -0.0149 -0.0141 -0.100
C 0.69001 2.18268 -0.27127 0.0282 -0.1494 0.1271 -0.600
O 1.10683 1.40987 -1.25555 0.0090 0.0372 -0.0204 -0.323
O -0.13616 1.66816 0.59765 -0.1025 0.4132 -0.0189 -0.242
H 2.68598 7.07207 0.50659 0.0063 -0.0001 -0.0056 0.074
H 3.48428 5.66418 -1.40549 -0.0073 0.0077 0.0001 0.093
H 2.55047 3.43900 -1.79944 -0.0045 0.0005 0.0258 0.096
H 0.00572 3.92801 1.66595 -0.0375 -0.0051 -0.0106 0.080
C -1.77907 -3.29950 -1.86531 -0.0562 -0.0279 -0.0202 -0.208
Si -1.86655 -1.67857 -2.78583 0.1270 0.0737 0.1729 0.392
C -1.51478 -2.11997 -4.58919 -0.0475 -0.0748 -0.0758 -0.215
C -3.66575 -1.12956 -2.73239 -0.0357 -0.0307 -0.0220 -0.204
Ge -0.20131 0.06654 -2.19328 0.1429 0.1237 -0.5009 0.731
Si -1.16926 1.92165 -3.37837 -0.0050 -0.0950 0.1481 0.399
C -2.77351 2.56631 -2.61512 0.0247 0.1191 -0.0786 -0.197
C 0.02998 3.35915 -3.45616 -0.0408 0.0236 -0.1281 -0.206
C -1.61393 1.46485 -5.16288 -0.0912 0.0248 -0.0207 -0.217
Si 1.69336 -0.73498 -3.44414 -0.0888 0.0813 0.1664 0.399
C 1.90892 -2.58218 -3.07355 0.0190 -0.0035 -0.0725 -0.225
C 1.58243 -0.55287 -5.32119 0.0556 -0.0021 -0.0498 -0.223
C 3.27071 0.19805 -2.99837 0.0621 -0.1179 -0.1344 -0.215
H -2.64325 -3.91564 -2.13614 0.0085 -0.0156 0.0142 0.041
H -1.78830 -3.10928 -0.79570 -0.0297 -0.0421 0.0790 -0.012
H -0.87099 -3.85561 -2.10066 0.0257 0.0436 0.0043 0.022
H -2.24275 -2.90118 -4.83686 -0.0095 0.0130 -0.0922 0.033
H -0.52238 -2.55429 -4.71395 -0.0378 0.0129 0.0033 -0.002
H -1.62964 -1.30395 -5.30473 -0.0182 -0.0298 0.0978 0.009
H -4.22857 -1.85376 -3.33161 -0.0630 0.0196 0.0195 0.030
H -3.84124 -0.14000 -3.15076 0.0321 0.0393 -0.0453 0.002
H -4.06320 -1.13834 -1.71752 0.0154 -0.0072 0.0153 0.024
H -2.80579 2.51588 -1.52712 0.0810 -0.0223 -0.0003 0.004
H -3.64254 2.03091 -2.99806 -0.0366 -0.0346 0.0123 0.012
H -2.88463 3.61781 -2.89935 -0.0382 0.0014 0.0128 0.032
H 0.08828 3.89809 -2.51049 -0.0634 -0.0266 0.0049 0.023
H -0.32204 4.04811 -4.23110 0.0609 0.0660 0.0184 0.030
H 1.04528 3.04466 -3.69954 0.0059 -0.0426 -0.0746 0.024
H -2.57096 0.93658 -5.21794 0.0718 -0.0022 0.0268 0.020
H -0.86578 0.86296 -5.68192 0.0291 0.0693 0.0743 0.000
H -1.72615 2.40591 -5.71089 -0.0409 -0.0268 -0.0620 0.026
H 1.35784 -3.17261 -3.81052 0.0231 -0.0325 0.0449 0.016
H 1.52843 -2.85508 -2.08687 0.0094 0.0503 0.0255 0.000
H 2.95937 -2.88185 -3.13319 0.0035 -0.0025 -0.0116 0.027
H 0.70036 -1.00028 -5.77818 0.0255 -0.0273 0.0559 0.001
H 2.46734 -1.04274 -5.74190 -0.0083 0.0152 -0.0695 0.030
H 1.61717 0.49861 -5.61684 0.0007 0.0042 0.0489 0.024
H 3.29376 0.54195 -1.96958 -0.0265 -0.0360 0.0892 -0.014
H 3.35173 1.08403 -3.63316 -0.0019 0.0183 0.0182 0.028
H 4.13947 -0.43925 -3.19340 0.0387 0.0562 0.0000 0.029
C 1.10831 -3.83722 2.82666 0.0226 -0.0645 0.0251 -0.159
Si -0.09457 -3.63723 1.38800 -0.0720 0.3706 -0.3056 0.236
C 0.40349 -5.01060 0.19664 0.0006 -0.0594 0.0200 -0.169
C -1.82617 -4.00106 2.03225 -0.0400 0.0115 0.0535 -0.159
O -0.05405 -2.19643 0.65964 0.0838 -0.6781 0.1917 -0.502
H 0.84491 -4.74699 3.37530 0.0299 -0.0431 -0.0226 0.031
H 1.12854 -3.01522 3.53861 -0.0834 -0.0059 0.0434 0.000
H 2.13036 -3.96398 2.45700 0.0064 0.0015 0.0169 0.026
H 0.84691 -5.84558 0.74636 -0.0116 -0.0415 -0.0249 0.024
H 1.14894 -4.64496 -0.51504 0.0285 0.0029 0.0287 0.017
H -0.43888 -5.39134 -0.38256 -0.0095 0.0006 0.0153 0.016
H -1.84567 -4.87311 2.69146 -0.0159 -0.0232 -0.0080 0.026
H -2.50962 -4.18936 1.20106 -0.0138 -0.0101 -0.0116 0.023
H -2.22317 -3.14705 2.58863 0.0222 -0.0177 -0.0080 0.006
Cl -5.23988 3.38897 4.40343 -0.0095 -0.0107 -0.0140 0.609
C -4.43398 2.37049 3.22954 -0.0374 0.0468 0.0347 -0.687
C -3.65250 2.94770 2.24121 0.0276 -0.0113 0.0272 -0.113
C -2.99537 2.13660 1.33211 0.0398 -0.0437 0.0106 -0.055
C -3.09746 0.73697 1.37679 -0.0221 -0.0427 -0.0591 -0.297
C -2.38631 -0.14211 0.41892 -0.1033 -0.0417 -0.0138 -0.211
C -3.93140 0.20282 2.36542 -0.0120 -0.0240 0.0606 -0.081
C -4.58861 0.99848 3.29402 0.0257 0.0243 -0.0189 -0.127
H -3.53840 4.02312 2.19721 -0.0186 0.0010 0.0043 0.106
H -2.35081 2.59185 0.59456 0.0385 -0.0014 -0.0133 0.096
H -2.55592 0.21839 -0.59829 -0.0148 0.0140 0.0291 0.004
H -2.76471 -1.16667 0.49732 -0.0185 -0.0085 -0.0869 0.054
H -4.07394 -0.87257 2.40367 0.0114 -0.0047 -0.0109 0.108
H -5.22292 0.55980 4.05321 0.0020 -0.0042 0.0075 0.099
```
Positions in Å, forces in eV/Å.

Values from the calculation:
Lowest unoccupied orbital energy (spin up / spin down), eV: 2.38 / 1.88
⟨S²⟩: 8.844
Total charge: -1
2S+1: 6

=====

Here is a molecular structure, C36H62BrF3I2N2O12P2 from OMol25. Energies are from wB97M-V/def2-TZVPD.

```
120
Properties=species:S:1:pos:R:3:forces:R:3:lowdin_charge:R:1
C -1.65091 -4.40719 -0.94750 -0.4150 0.9400 0.2168 -0.064
C -1.74262 -2.96360 -1.70181 0.2608 -1.8545 0.9435 -0.270
O -2.83741 -2.24994 -1.05100 0.8043 0.6509 -1.9885 -0.205
C -3.22369 -1.07532 -1.85657 -0.2668 -1.0566 -0.0789 -0.101
C -3.07490 0.19200 -0.87611 2.7907 -0.7484 -0.6347 -0.462
O -3.15998 -0.26944 0.45911 -0.2465 0.0504 -0.7853 -0.172
C -4.38784 -0.44645 1.13386 -1.8776 1.1178 2.7318 -0.368
C -4.66274 0.94377 1.96458 -0.9299 0.0274 -0.2764 -0.132
C -5.07103 0.76223 3.48615 -0.1005 1.0405 0.4390 -0.262
N -5.59996 2.10093 3.96203 0.2328 -0.8234 -0.3845 -0.045
C -5.73244 -0.75102 0.35968 -0.9587 -1.0121 -0.2587 -0.107
C -5.91495 -2.22075 -0.26743 -0.7585 -0.7274 0.4777 -0.141
C -7.31390 -2.90291 0.23454 0.1480 0.8219 -1.2170 -0.185
O -7.93444 -3.55960 -0.92398 1.2587 -0.4987 0.9782 -0.252
C -7.14419 -4.70513 -1.34064 -0.6995 -0.1709 -0.6106 -0.124
C -4.07575 -1.62108 2.22337 2.3892 -0.4615 -2.3607 -0.080
O -5.26441 -2.26054 2.75080 1.3971 -1.2855 1.9959 -0.006
C -4.96780 -3.29044 3.65830 -0.6848 -0.5957 -0.0253 -0.449
F -5.42791 -2.96763 4.96881 1.0814 -0.9329 -3.1934 0.088
F -3.60787 -3.63511 3.76713 -3.0059 0.8029 -0.1714 0.097
F -5.65579 -4.45862 3.20618 1.5590 2.6253 1.4430 0.077
P -3.97344 1.77132 -1.37489 -3.2553 0.7932 -2.5153 0.824
N -5.23735 1.55653 -2.38515 1.5596 -1.0106 1.0493 -0.316
C -1.46578 0.56442 -0.99254 0.2147 0.7682 1.1616 -0.420
O -1.11027 1.26205 -2.18670 0.4808 -1.6728 -0.1104 -0.221
C 0.01794 0.75292 -2.90768 1.5264 0.4769 -2.4346 -0.294
C -0.35230 -0.27551 -4.09723 -2.8436 0.9291 -1.2516 -0.693
I 0.66612 -2.18010 -4.32154 -0.0161 1.3949 0.5863 0.789
C -1.39045 0.05028 -5.00583 1.6374 -0.4635 1.7219 -0.706
C -2.25949 1.38140 -5.05151 -0.4660 -0.7192 -0.9444 -0.124
I -1.85898 -1.41823 -6.58914 -0.0398 1.3301 0.8931 0.708
C 0.67119 2.03681 -3.66347 1.4063 2.9247 -1.2462 -0.101
C 0.70075 3.39208 -2.91663 1.3214 -0.3547 -3.5227 -0.003
C 1.26447 4.64640 -3.61204 -0.1838 -2.7843 -1.4774 -0.062
C 1.81916 4.59829 -5.06914 -0.8967 -3.3127 1.1212 -0.076
C 1.84885 3.24691 -5.82288 -1.7548 0.1430 4.0885 -0.047
C 1.26495 1.98732 -5.08496 0.2739 2.6109 0.7955 -0.019
P -1.17706 1.74420 0.51992 -1.0618 0.5649 1.4428 0.662
O -1.48513 3.38858 0.03161 1.7674 -1.6811 -0.0456 -0.405
Br 0.99950 1.53182 1.18574 -0.7329 0.3494 -1.0716 0.352
H -0.56838 -4.65134 -0.68075 -1.5284 0.1336 -0.5550 0.075
H -2.24011 -4.30509 0.03608 0.9307 -0.1752 -1.4468 0.076
H -2.15372 -5.21912 -1.56915 0.8747 1.0187 0.8551 0.077
H -1.95013 -3.17341 -2.81379 0.3412 0.6944 1.5798 0.101
H -0.72883 -2.43787 -1.54042 -1.6361 -0.4957 -0.4916 0.081
H -2.52362 -1.08622 -2.75341 -0.9460 0.8152 1.0808 0.110
H -4.26926 -1.28310 -2.24962 1.1403 0.5762 0.6436 0.115
H -5.53958 1.47132 1.42744 1.2174 -0.7263 0.9778 0.113
H -3.77934 1.67003 1.89630 -0.9810 -1.3091 0.1562 0.088
H -5.93440 0.02562 3.67486 1.5888 0.8202 -0.5143 0.126
H -4.15225 0.51854 4.13221 -1.2414 -0.2090 -1.0845 0.118
H -5.03815 2.86998 3.57670 -0.2190 -0.4886 0.6284 0.058
H -5.63981 2.11525 4.98834 0.2358 0.2723 -0.7587 0.062
H -6.57951 -0.65469 1.14600 1.5802 0.0187 -1.0546 0.131
H -6.02650 -0.00577 -0.46066 0.8649 -0.6723 1.2929 0.110
H -6.02446 -2.20302 -1.41792 0.3815 0.1062 1.8799 0.114
H -5.07790 -2.94900 0.03287 -1.0465 1.3078 -0.6766 0.112
H -7.13501 -3.66027 1.06876 -0.3120 1.0462 -0.9637 0.110
H -8.07496 -2.08623 0.53392 1.2722 -1.3957 -0.3058 0.136
H -7.86755 -5.39980 -1.91550 1.1713 0.9558 1.1463 0.101
H -6.32511 -4.42764 -2.10663 -0.9716 -0.2931 1.4443 0.093
H -6.73302 -5.19178 -0.39414 -0.2899 0.2727 -1.4684 0.095
H -3.51563 -2.42265 1.60057 -0.8222 1.2998 0.9384 0.139
H -3.31583 -1.28050 3.01211 -1.5317 -0.2676 -0.9572 0.153
H -3.14755 2.72697 -2.09469 0.2410 -0.7701 1.2624 0.028
H -4.50171 2.51904 -0.26023 1.1345 -0.5223 -0.0798 0.020
H -5.31910 0.54506 -2.55637 -0.2888 0.5355 -0.1410 -0.067
H -0.86265 -0.37247 -0.74271 -0.7967 1.0829 -0.5869 0.130
H 0.83483 0.27710 -2.26610 -1.3442 0.6363 -0.4763 0.145
H -3.19852 1.13963 -5.68053 1.5755 0.4964 0.9700 0.069
H -1.65624 2.18784 -5.59732 -0.8355 -1.0810 0.8817 0.094
H -2.65128 1.75553 -4.05227 0.9208 -0.6426 -1.1979 0.050
H 0.28777 3.41654 -1.86055 0.6065 0.1550 -1.6594 0.069
H 1.23077 5.62602 -3.02708 0.1456 -1.5166 -1.0724 0.086
H 2.25012 5.50706 -5.61799 -0.8421 -1.3689 1.1855 0.092
H 2.25066 3.12490 -6.89116 -0.6402 0.3310 1.9707 0.102
H 1.31781 1.02062 -5.69596 -0.2580 1.4749 1.2376 0.095
H -0.65229 3.90530 0.09510 -0.6528 -0.2576 -0.1728 0.031
O 5.52928 3.67320 -6.25244 0.2755 0.8153 0.4402 0.088
C 5.75400 4.38323 -5.29761 -0.1101 -0.8177 -0.2989 -0.529
O 6.37373 5.56684 -5.46631 -0.1234 0.2931 -0.4813 -0.005
C 6.51331 6.55826 -4.43828 0.1553 -0.0252 0.1593 -0.234
C 7.73634 6.28987 -3.58596 0.1149 -0.1859 0.0717 -0.068
C 5.43392 3.92010 -3.90545 -0.5807 0.1085 0.3301 0.008
H 5.59865 6.64274 -3.84662 0.0479 -0.1290 -0.0088 0.112
H 6.63652 7.51457 -4.95257 -0.0657 -0.2307 -0.1638 0.122
H 7.65877 5.33498 -3.06210 -0.0634 0.0985 0.0426 0.068
H 7.87022 7.08108 -2.84505 -0.0123 -0.0339 -0.0516 0.081
H 8.63230 6.23658 -4.21026 -0.1193 0.1055 0.0173 0.085
H 6.25745 3.30826 -3.53269 -0.0365 0.0684 -0.0182 0.098
H 4.52569 3.31526 -3.94254 0.2088 -0.0789 -0.1208 0.081
H 5.23144 4.73053 -3.20822 0.2076 -0.0150 0.0682 0.070
O 3.50136 1.27313 2.54218 0.1008 0.1010 0.9020 -0.041
C 3.67800 0.93522 3.69398 0.2848 -0.0799 -0.5829 -0.527
O 3.43270 1.80107 4.69260 -0.4312 0.3244 -0.2138 0.000
C 3.42423 1.44613 6.08403 0.1946 -0.0590 0.2003 -0.227
C 4.81964 1.50693 6.66957 0.2296 -0.0262 -0.1068 -0.064
C 4.25767 -0.41020 4.02128 -0.4652 -0.4671 0.1344 0.008
H 2.94497 0.47692 6.23969 0.1162 0.0022 -0.1033 0.117
H 2.79256 2.18542 6.58262 0.0055 0.0129 -0.3054 0.123
H 5.48795 0.78929 6.18934 -0.0943 -0.0617 0.1036 0.069
H 4.79692 1.29523 7.74064 -0.0146 0.0063 -0.0689 0.083
H 5.25538 2.49791 6.51537 -0.1430 -0.0432 0.0645 0.084
H 5.34607 -0.35469 3.96418 -0.0768 -0.0273 0.0519 0.102
H 3.89637 -1.13072 3.28549 0.2032 0.1825 -0.0612 0.093
H 3.95888 -0.79333 4.99442 0.2662 0.0394 0.0652 0.067
O 5.44492 -3.00292 6.24346 0.1861 -0.2682 -0.8604 0.092
C 5.94333 -3.71397 5.39867 -0.3010 0.1038 0.7131 -0.523
O 5.58839 -3.57367 4.10837 -0.1094 0.5342 -0.1134 -0.015
C 6.24797 -4.22324 3.01059 -0.0214 -0.2609 -0.1078 -0.228
C 5.68629 -5.61136 2.78302 -0.0960 -0.1538 0.1442 -0.066
C 6.88695 -4.81791 5.78142 0.6708 0.0712 0.0192 0.010
H 7.33169 -4.22536 3.14855 -0.0744 -0.0388 0.1114 0.115
H 6.05101 -3.60728 2.12970 -0.0808 0.1136 0.2633 0.124
H 5.85191 -6.25810 3.64711 0.0912 0.0171 -0.0783 0.068
H 6.14961 -6.07541 1.90975 -0.0268 0.0458 0.0450 0.083
H 4.60545 -5.56459 2.62525 0.1278 0.0689 -0.0660 0.086
H 6.31018 -5.70202 6.05848 0.0421 0.0567 -0.0406 0.100
H 7.47299 -4.48828 6.64109 -0.2846 -0.0586 0.0300 0.094
H 7.60325 -5.07373 5.00351 -0.1524 -0.1623 -0.0739 0.071
```
Positions in Å, forces in eV/Å.

Values from the calculation:
Lowest unoccupied orbital energy, eV: -0.40
Total charge: 0

=====

Calculated largest force on an atom, 0.014 0.087 hartree/bohr (same order as the records).
Calculated ΔE to the lowest compared entry with this formula, charge and spin, 41.3 875.0 kJ/mol (same order as the records).
Calculated total energy, -9631.236714 -6572.625308 a.u. (same order as the records).